Record 1
A cluster of 2 separate species, C10H16O in total in a non-equilibrium geometry, computed with ωB97M-V with the def2-TZVPD basis set.

Structure (XYZ):
```
27
Properties=species:S:1:pos:R:3:forces:R:3
C -1.403163 -0.739861 -1.541173 -0.82 1.20 1.70
C -2.812300 -1.457055 -1.226030 1.39 -0.37 -1.86
C -0.184124 -1.132788 -0.661353 -2.90 0.63 -0.27
C 0.938327 -1.630280 -1.260352 2.39 -0.15 -1.33
C -0.303357 -0.938490 0.723077 2.11 -0.89 0.26
C 2.182849 -1.838086 -0.524150 -5.54 2.18 -0.68
C 0.852657 -1.146307 1.496854 -3.72 0.36 -1.17
C 2.001038 -1.407793 0.758700 3.28 -1.89 3.41
O 3.111921 -1.539386 1.614325 2.50 0.52 -1.79
H -1.019839 -0.828216 -2.506992 -0.11 -0.69 -1.98
H -1.522618 0.412773 -1.485165 -0.08 -1.75 0.30
H -3.231444 -1.030275 -0.338019 -1.34 1.18 -0.37
H 0.944619 -1.713300 -2.392047 -0.06 -0.15 1.52
H -1.211485 -0.691318 1.261458 -0.17 0.03 -0.50
H 3.089187 -2.076821 -0.969462 1.43 -0.53 -0.55
H 0.515304 -1.188461 2.557921 2.04 0.22 -0.53
H 3.966963 -1.507622 1.027796 -2.45 -0.18 1.77
H -2.686779 -2.387388 -0.781311 1.56 -2.19 0.92
H -3.421562 -1.940162 -2.095614 0.48 2.33 1.17
C -0.094766 3.744891 0.462880 1.21 1.00 2.67
C 0.175007 2.365294 1.096169 -2.74 0.14 0.68
H 0.211152 3.962600 -0.503883 0.81 -0.59 -2.20
H -1.094461 4.110152 0.480878 -1.04 -0.07 0.48
H 0.522259 4.499469 1.029775 -0.68 -0.53 -0.24
H -0.639338 1.635026 0.768576 1.26 0.80 0.21
H -0.026546 2.454206 2.260085 1.10 -0.33 -2.32
H 1.140507 2.009200 0.747064 0.07 -0.28 0.69
```
Positions in Å, forces in eV/Å.

Its structure (SMILES) is CCc1ccc(O)cc1.CC. The value obtained for the strongest force on any atom is 0.116 Eh/bohr. As for the charge: 0. The value obtained for the gap between HOMO and LUMO is 9.35 eV. The electronic energy is -12674.10247 eV. The multiplicity is 1. As for the energy above the lowest of the compared OMol25 structures with the same formula, charge and spin: 3.6224 eV.

---

Record 2
A structure of composition C13H11Br4NO2STc, computed with ωB97M-V with the def2-TZVPD basis set.

Structure (XYZ):
```
33
Properties=species:S:1:pos:R:3:forces:R:3
Tc -0.876449 0.300052 0.881246 0.61 0.00 -0.03
Br 2.934318 5.579626 -1.369313 -0.01 -0.03 0.02
C 2.355611 3.969264 -0.667964 0.11 0.08 -0.07
C 3.333023 2.990776 -0.221379 0.11 0.14 -0.05
Br 5.133774 3.365792 -0.373327 -0.04 0.00 0.01
C 2.936534 1.773712 0.314215 0.06 -0.12 0.06
Br 4.116689 0.457592 0.919952 -0.01 0.03 -0.01
C 1.578380 1.524758 0.404731 -0.20 0.13 -0.06
O 1.064846 0.416146 0.911100 -0.42 0.00 -0.01
C 0.603203 2.489288 -0.052382 -0.05 -0.38 0.16
O -0.637034 2.104885 0.089903 0.09 0.07 -0.05
C 1.001059 3.712569 -0.588175 -0.06 0.12 -0.04
Br -0.331009 4.892494 -1.144552 0.03 0.00 0.00
C -2.141291 -1.685566 -3.269735 0.00 -0.01 0.00
C -3.036366 -1.594206 -2.210557 0.00 -0.03 -0.08
C -2.591853 -1.078543 -1.016179 0.12 -0.01 -0.02
N -1.320603 -0.648592 -0.857236 -0.21 -0.01 0.12
C -0.451223 -0.733216 -1.882051 0.00 0.03 0.05
C -0.831182 -1.256142 -3.097086 -0.03 -0.03 -0.06
H -2.463553 -2.091887 -4.219546 0.01 0.01 0.00
H -4.061547 -1.922433 -2.305497 0.00 0.01 0.00
H -3.251595 -1.006338 -0.157554 0.01 0.02 0.02
H 0.555390 -0.380320 -1.701912 -0.02 0.02 0.03
H -0.108008 -1.318710 -3.897659 -0.01 0.00 0.00
C -0.554426 -1.312958 3.901905 0.05 0.03 0.02
S -1.188332 -1.630094 2.244059 -0.21 -0.05 0.02
C -0.237056 -3.076441 1.744767 0.06 0.04 -0.04
H 0.531422 -1.252884 3.872065 0.00 0.01 0.02
H -0.882634 -2.127661 4.543466 0.02 0.00 0.01
H -0.981362 -0.378759 4.261752 -0.03 -0.02 -0.02
H -0.529093 -3.898479 2.394151 0.02 -0.02 0.00
H 0.827148 -2.867953 1.832813 -0.01 -0.01 -0.01
H -0.496779 -3.315775 0.715981 -0.02 0.00 0.01
```
Positions in Å, forces in eV/Å.

The value obtained for the strongest force on any atom is 0.012 Eh/bohr. As for the expectation value of S²: 3.79. As for the charge: +2. The value obtained for the gap between HOMO and LUMO (spin up / spin down) is 6.85 / 5.58 eV. The electronic energy is -312430.90095 eV. The multiplicity is 4.

---

Record 3
A structure of composition C30H36BrHfN5O9P2, computed with ωB97M-V with the def2-TZVPD basis set.

Structure (XYZ):
```
84
Properties=species:S:1:pos:R:3:forces:R:3
Hf -0.523718 0.415217 0.082000 0.46 0.44 0.05
C -0.490036 3.557837 -2.779170 0.10 -0.02 0.11
C -0.368513 4.435360 -1.522392 0.02 -0.05 0.01
C -0.288681 3.682345 -0.176427 0.02 -0.07 -0.16
N -1.166585 2.516582 -0.187314 -0.05 0.11 0.11
C -2.481891 2.727582 -0.144030 -0.30 -0.03 -0.12
C -3.074164 3.853609 0.444752 0.06 0.03 -0.03
C -4.402535 4.301475 0.503006 0.14 0.03 0.01
C -5.516102 3.850012 -0.152750 -0.04 -0.05 -0.04
C -5.541119 2.753948 -1.025757 -0.01 -0.01 0.02
C -4.587855 1.800080 -1.258089 0.00 0.01 0.02
C -3.286918 1.602980 -0.693585 -0.08 0.14 -0.06
N -2.665235 0.462064 -0.752910 -0.10 -0.14 0.23
C -3.445443 -0.765422 -0.986161 0.18 0.05 -0.09
C -2.955339 -1.914739 -0.098687 0.10 0.13 -0.08
C -1.550751 -2.432938 -0.471869 -0.09 0.18 -0.06
N -0.744049 -1.379712 -1.086299 -0.23 -0.22 -0.25
C -0.606999 -1.321649 -2.407795 0.23 -0.07 0.06
C -1.291196 -2.163042 -3.299260 -0.03 -0.03 -0.09
C -1.079383 -2.453446 -4.641606 -0.03 -0.03 0.08
C -0.067611 -2.048178 -5.484775 0.02 0.01 0.00
C 0.917937 -1.124944 -5.156025 0.00 0.04 0.02
C 1.051386 -0.324356 -4.042160 0.00 0.08 -0.09
C 0.297950 -0.231731 -2.845466 -0.09 -0.18 -0.01
N 0.450189 0.726404 -1.954282 -0.09 -0.11 -0.14
C 1.358673 1.829058 -2.275470 -0.13 0.08 0.02
C 0.792276 2.865411 -3.247360 -0.05 -0.02 0.03
H -1.258157 2.798806 -2.615915 -0.04 0.01 -0.02
H -0.851481 4.186654 -3.595432 0.02 0.03 -0.01
H 0.512665 5.081397 -1.602000 -0.04 0.02 -0.01
H -1.237738 5.097856 -1.493366 0.00 -0.01 0.00
H 0.720505 3.337196 0.015084 0.03 -0.01 0.00
H -0.512298 4.370704 0.639789 0.00 0.04 0.06
H -2.371340 4.498830 0.959390 -0.02 0.02 -0.01
H -4.548604 5.176237 1.129073 0.03 0.00 -0.01
H -6.434933 4.407105 -0.022429 0.00 -0.02 -0.01
H -6.461700 2.619111 -1.584810 0.00 0.00 0.01
H -4.858092 1.047092 -1.988034 -0.01 0.01 0.01
H -4.492045 -0.582468 -0.750050 -0.08 0.01 0.05
H -3.398072 -1.042122 -2.042015 0.00 0.00 -0.06
H -2.959240 -1.553617 0.928262 -0.01 -0.03 0.07
H -3.670558 -2.737400 -0.146745 -0.03 0.01 -0.04
H -1.028809 -2.766432 0.423158 0.04 -0.01 0.07
H -1.627460 -3.289344 -1.136881 0.08 -0.10 0.00
H -2.114074 -2.708796 -2.860199 -0.01 -0.01 -0.04
H -1.793462 -3.151726 -5.066612 0.00 -0.01 0.02
H -0.036713 -2.483676 -6.475610 0.01 0.02 0.02
H 1.679212 -0.964163 -5.912689 -0.01 0.01 -0.01
H 1.878732 0.368992 -4.101557 -0.02 -0.02 -0.02
H 1.619693 2.323055 -1.350403 -0.01 0.02 0.05
H 2.303835 1.439955 -2.662481 0.07 -0.02 -0.01
H 1.574219 3.616315 -3.406544 -0.01 0.00 -0.03
H 0.602508 2.395610 -4.217007 0.00 0.01 0.02
C 0.087788 1.486515 4.983580 -0.05 0.03 -0.01
C -0.281898 1.126832 3.551178 -0.10 -0.19 -0.03
O 0.050130 2.147693 2.617388 0.19 0.10 0.11
P -2.052323 0.953047 3.199851 0.04 -0.34 -0.34
O -2.681805 0.005684 4.261875 0.03 -0.09 0.01
O -2.833066 2.300045 3.416611 0.00 0.14 -0.09
O -2.106292 0.480014 1.768534 0.00 0.29 0.35
P 0.312566 -0.604076 3.133323 -0.28 -0.25 0.03
O 1.805499 -0.691441 3.631636 0.05 0.01 -0.04
O -0.563067 -1.487609 3.953953 0.07 -0.03 -0.05
O 0.253825 -0.806769 1.603224 0.07 0.12 0.72
H -0.505063 2.334069 5.331211 0.04 0.01 -0.02
H 1.143300 1.757202 5.013827 0.01 0.00 0.01
H -0.065163 0.643216 5.657278 -0.04 0.01 -0.04
H 0.991326 2.099252 2.385160 -0.03 -0.04 -0.07
H -2.041715 -0.769996 4.333703 -0.02 0.01 0.00
H -2.934114 2.802995 2.586428 0.00 -0.04 0.05
H 2.436062 -0.161779 3.099053 0.04 0.02 -0.03
Br 1.980808 -3.428926 -2.003131 0.11 -0.03 0.00
C 3.051219 -1.969292 -1.419239 0.07 -0.06 -0.10
C 4.361934 -1.878059 -1.871673 0.10 0.07 0.06
C 5.134953 -0.835852 -1.379793 -0.08 -0.10 -0.06
C 4.578637 0.048940 -0.466999 0.04 -0.12 -0.09
C 3.248981 -0.127165 -0.128602 0.26 0.11 -0.08
N 2.490963 -1.115380 -0.601310 -0.14 0.15 0.06
C 2.602246 0.803333 0.857366 -0.31 -0.47 0.41
O 3.166789 1.006521 1.935471 0.07 0.22 -0.08
O 1.454561 1.269222 0.560526 -0.17 0.21 -0.30
H 4.754354 -2.607194 -2.565221 0.00 0.02 0.00
H 6.163659 -0.724440 -1.697860 -0.01 -0.02 0.00
H 5.147616 0.851811 -0.020206 0.00 -0.01 -0.01
```
Positions in Å, forces in eV/Å.

The value obtained for the strongest force on any atom is 0.014 Eh/bohr. As for the charge: 0. The value obtained for the gap between HOMO and LUMO is 7.39 eV. The electronic energy is -147510.68045 eV. The multiplicity is 1. As for the energy above the lowest of the compared OMol25 structures with the same formula, charge and spin: 0.0000 eV.

---

Record 4
A structure of composition C20H43AlCl8NO4P2S2 in a non-equilibrium geometry, computed with ωB97M-V with the def2-TZVPD basis set.

Structure (XYZ):
```
81
Properties=species:S:1:pos:R:3:forces:R:3
C 3.998459 -0.668655 1.353036 0.07 -0.17 -0.20
C 3.210160 0.140993 0.332535 -0.15 -0.89 -0.23
P 1.532475 -0.598197 -0.068670 -0.56 0.06 0.96
C 1.866340 -2.438503 -0.144436 0.24 0.50 -0.46
Al 0.905535 -0.069747 -2.285130 0.38 -0.02 -0.19
C 2.470480 -0.409271 -3.517608 -1.01 -0.29 0.18
C 2.657478 -1.906009 -3.854743 0.53 1.05 0.26
N 3.986501 -2.369274 -3.416546 -0.11 -0.21 -0.21
S -0.782498 -1.524060 -2.836864 0.12 -0.12 -0.24
C -2.205637 -0.970069 -1.856901 0.20 -0.70 -0.07
C -3.472752 -1.660448 -2.299664 0.24 -1.60 -1.46
O -3.537494 -2.556755 -3.139268 -0.27 1.86 1.54
O -4.572842 -1.205217 -1.624342 0.51 0.06 -0.37
C -5.769404 -1.195936 -2.387526 -0.43 0.41 0.31
C -6.975685 -0.954637 -1.481867 0.21 -0.52 -0.16
C -6.801674 -1.560794 -0.104413 0.02 -0.15 0.15
O -7.395933 0.421824 -1.454704 0.12 0.10 0.38
C -6.522194 1.282063 -0.854086 1.06 0.47 -0.24
O -5.498618 1.672605 -1.368061 -1.05 -0.54 0.30
C -6.961958 1.795745 0.498999 0.23 0.72 -0.81
S -8.168324 3.139791 0.236076 -0.59 -0.11 0.19
P 0.292393 2.195297 -2.544160 0.55 0.14 -0.23
C 0.429252 3.161280 -0.961440 -0.25 0.44 -0.52
C 0.753020 4.637501 -1.271635 -0.32 -0.42 -0.24
C -1.401409 2.467084 -3.267252 0.34 -0.16 -0.17
C -1.507152 1.624017 -4.559176 0.23 0.12 0.48
H 4.950578 -0.182428 1.530515 0.13 -0.09 0.21
H 3.459787 -0.782160 2.289469 -0.07 0.12 0.22
H 4.228226 -1.669154 0.999163 -0.07 -0.17 -0.15
H 3.045349 1.128354 0.750236 -0.05 0.32 -0.24
H 3.795833 0.184793 -0.584779 0.17 0.38 -0.08
H 1.265163 -2.826948 -0.959560 -0.28 -0.20 -0.01
H 2.901330 -2.653937 -0.398963 0.18 -0.10 -0.01
H 1.607663 -2.938795 0.780197 -0.02 -0.11 0.18
H 2.319894 0.157277 -4.433511 0.12 0.21 -0.13
H 3.344556 0.011361 -3.020815 0.26 -0.01 -0.03
H 1.859320 -2.502676 -3.410736 0.06 0.05 -0.21
H 2.629222 -1.985065 -4.936967 -0.19 -0.41 -0.19
H 4.161848 -2.035142 -2.478631 -0.04 0.01 0.17
H 3.975465 -3.381166 -3.372366 0.13 -0.12 0.08
H -2.321724 0.106927 -1.877479 -0.18 0.19 0.04
H -2.032936 -1.285016 -0.830267 -0.11 0.21 0.31
H -5.722561 -0.350199 -3.066440 0.04 -0.03 -0.36
H -5.920223 -2.115496 -2.938811 0.26 -0.27 -0.03
H -7.796335 -1.478712 -1.956147 -0.39 0.27 -0.15
H -7.544649 -1.208550 0.602799 -0.25 0.09 -0.02
H -5.813544 -1.403001 0.310677 0.15 0.19 0.03
H -6.933836 -2.633729 -0.202944 0.05 -0.22 0.05
H -7.421833 1.035828 1.110830 -0.17 -0.09 0.13
H -6.094703 2.240387 0.962021 0.19 -0.16 0.35
H -7.332153 4.128764 -0.099313 0.26 -0.19 -0.02
H -0.475277 3.113752 -0.362166 -0.13 -0.22 0.20
H 1.252164 2.731566 -0.401388 0.00 -0.26 0.26
H 0.334561 4.898597 -2.239503 -0.13 0.16 -0.15
H 0.322503 5.318370 -0.541297 0.21 0.15 0.25
H 1.824399 4.766662 -1.370387 0.21 0.21 0.14
H -2.211917 2.242482 -2.579996 -0.19 0.06 0.11
H -1.464404 3.507788 -3.568233 -0.15 0.30 0.28
H -1.687883 2.257613 -5.420449 -0.19 0.04 -0.18
H -0.572234 1.100979 -4.735442 0.11 -0.18 -0.17
H -2.277975 0.869688 -4.470812 -0.20 -0.16 -0.13
C 5.542788 2.029346 4.241726 0.06 0.06 -0.04
Cl 5.234986 2.115204 2.506072 0.10 0.38 0.16
Cl 4.505645 0.843082 5.045311 -0.02 -0.01 -0.13
H 6.575610 1.742834 4.397811 0.00 -0.08 -0.01
H 5.352462 3.002353 4.677870 -0.08 0.00 0.00
C 0.372455 -5.060975 -4.556878 -0.19 0.08 0.05
Cl 1.520786 -4.854916 -5.891328 0.00 -0.03 -0.02
Cl 1.111287 -4.773860 -2.984174 -0.04 -0.50 0.11
H -0.440310 -4.353206 -4.681729 0.07 0.12 0.01
H 0.001893 -6.078088 -4.583985 0.06 -0.03 -0.01
C 7.063363 0.446508 8.408878 0.00 -0.08 0.05
Cl 5.320392 0.714695 8.331938 0.01 0.00 0.20
Cl 7.945896 1.550622 7.345232 0.03 -0.01 0.00
H 7.395868 0.607887 9.426644 -0.01 0.08 0.00
H 7.269130 -0.570506 8.098886 -0.02 0.01 -0.09
C 2.205448 0.348414 10.654247 0.00 0.00 -0.05
Cl 2.359450 -0.999420 11.789007 0.00 -0.03 -0.03
Cl 2.091111 1.902425 11.489281 0.00 0.02 -0.03
H 3.081440 0.363308 10.018824 0.06 0.00 0.05
H 1.308073 0.204622 10.065725 -0.05 0.00 0.06
```
Positions in Å, forces in eV/Å.

The value obtained for the strongest force on any atom is 0.047 Eh/bohr. As for the charge: -1. The value obtained for the gap between HOMO and LUMO is 5.34 eV. The electronic energy is -178144.53061 eV. The multiplicity is 1.

---

> What is the multiplicity in the first record?

1

---

> Which of these has the highest strongest force on any atom?

C10H16O

---

> charge of number 2 (C13H11Br4NO2STc)?

+2